{
  "formula": "C4H6N2O",
  "method": "the ωB97M-V functional and the def2-TZVPD basis",
  "species": ["N", "C", "C", "C", "O", "C", "N", "H", "H", "H", "H", "H", "H"],
  "positions_angstrom": [[1.732, 1.875, -0.789], [1.524, 0.913, -0.181], [1.288, -0.326, 0.567], [0.165, -1.182, -0.008], [-1.117, -0.658, 0.416], [-1.884, -0.207, -0.519], [-2.592, 0.217, -1.335], [1.062, -0.083, 1.611], [2.215, -0.910, 0.560], [0.197, -1.222, -1.099], [0.220, -2.193, 0.401], [-1.636, 1.921, -0.104], [-1.176, 1.857, 0.480]],
  "atomic_forces_ev_per_a": [[-0.216, -0.955, 0.606], [0.179, 0.837, -0.536], [0.018, -0.048, 0.047], [0.222, -0.133, -0.104], [-0.233, 0.157, -0.116], [-0.653, -0.052, -0.825], [0.563, -0.631, 0.655], [0.037, -0.034, -0.137], [-0.118, 0.079, -0.017], [0.013, -0.013, 0.148], [0.006, 0.124, -0.043], [0.208, 0.313, 0.296], [-0.026, 0.357, 0.027]],
  "e_tot_ha": -340.67354,
  "homo_lumo_gap_ev": 11.44,
  "lumo_energy_ev": 0.366,
  "homo_energy_ha": -0.4070,
  "smiles": "N#CCCOC#N.[H][H]",
  "e_above_lowest_kcal_mol": 76.2
}